Entry 1:
ORCA calculation (wB97M-V/def2-TZVPD) on a molecular structure, C26H21MnN6O2.

Values from the calculation:
Kohn-Sham gap (spin up / spin down), eV: 8.6 / 8.6
Net charge: +1
⟨S²⟩: 8.755
Multiplicity: 6
LUMO level (spin up / spin down), eV: -2.69 / -2.74

```
56
C26H21MnN6O2 wB97M-V/def2-TZVPD
Mn 7.54 6.50 13.41
C 10.54 5.13 14.48
N 10.72 6.16 13.51
C 11.10 5.80 12.19
C 9.93 5.83 11.23
N 8.73 6.39 11.47
C 8.11 6.46 10.18
C 6.93 7.11 9.88
C 6.75 7.38 8.51
C 7.67 6.92 7.51
C 8.76 6.07 7.87
C 9.00 5.89 9.21
N 10.08 5.43 9.98
C 9.74 5.67 15.59
N 8.56 6.32 15.38
C 8.11 6.66 16.68
C 6.84 7.07 17.06
C 6.52 7.10 18.42
C 7.47 6.73 19.39
C 8.76 6.28 19.00
C 9.05 6.23 17.65
N 10.04 5.54 16.93
H 11.54 4.80 14.85
H 10.06 4.23 14.02
H 11.26 6.97 13.85
H 11.62 4.80 12.11
H 11.82 6.53 11.79
H 6.25 7.37 10.72
H 5.88 7.93 8.19
H 7.54 7.28 6.49
H 9.40 5.67 7.08
H 10.91 4.89 9.60
H 6.07 7.29 16.30
H 5.55 7.38 18.74
H 7.20 6.78 20.47
H 9.43 5.84 19.75
H 10.93 5.08 17.25
O 3.38 6.11 13.62
C 4.45 6.69 13.49
O 5.61 6.06 13.41
C 4.69 8.15 13.39
C 3.71 9.13 13.49
C 4.01 10.51 13.46
C 5.38 10.87 13.35
C 5.85 12.23 13.37
C 7.19 12.50 13.29
C 8.13 11.46 13.22
C 7.72 10.17 13.16
C 6.34 9.78 13.19
N 5.96 8.50 13.22
H 2.71 8.75 13.65
H 3.27 11.30 13.65
H 5.10 13.04 13.54
H 7.52 13.53 13.28
H 9.18 11.70 13.22
H 8.45 9.37 12.99
```

Here are the Löwdin charges for atoms 1 to 4, given in e:
1 Mn 1.05
2 C -0.17
3 N -0.09
4 C -0.15

Entry 2:
ORCA calculation (wB97M-V/def2-TZVPD) on 2 unconnected molecules or ions with the total composition C3H3NOS.

Values from the calculation:
Kohn-Sham gap, eV: 7.0
Net charge: 0
SMILES: N=C=C=O.C=S
LUMO level, eV: -1.68

```
9
C3H3NOS wB97M-V/def2-TZVPD
N 0.76 -2.33 0.19
C 1.50 -1.40 0.36
C 2.11 -0.22 0.30
O 2.84 0.60 -0.06
H -0.17 -2.18 -0.23
C -0.29 0.67 0.50
S -1.52 -0.32 0.13
H -0.19 0.78 1.61
H -0.08 1.50 -0.26
```

Here are the Löwdin charges for atoms 1 to 4, given in e:
1 N 0.16
2 C -0.18
3 C -0.21
4 O 0.18

Entry 3:
ORCA calculation (wB97M-V/def2-TZVPD) on a molecular structure, C17H28N4OP2ScSe.

Values from the calculation:
Kohn-Sham gap (spin up / spin down), eV: 7.0 / 2.7
Net charge: +2
⟨S²⟩: 0.783
Multiplicity: 2
LUMO level (spin up / spin down), eV: -6.23 / -10.31

```
54
C17H28N4OP2ScSe wB97M-V/def2-TZVPD
Sc 0.02 -0.10 -1.06
P 0.95 2.08 -0.83
P 1.88 -1.55 -0.61
N -1.52 0.83 -1.87
N -0.80 -1.73 -1.84
H -3.33 0.32 -2.74
H -2.76 -2.25 -2.34
H -3.06 -0.24 -1.05
C -2.60 -0.10 -2.04
H -1.87 -1.39 -3.63
C -2.04 -1.44 -2.53
H -2.33 2.47 -2.74
H -0.74 -3.75 -2.11
C -1.48 2.06 -2.23
C -0.20 -2.89 -1.73
H -0.59 3.87 -1.49
C -0.28 2.93 -1.96
H 0.25 3.16 -2.90
H 2.99 -1.22 -1.36
H 2.34 -1.65 0.67
H 2.20 2.31 -1.34
H 0.89 2.78 0.33
O 1.13 0.39 -2.72
C 0.78 0.04 -4.04
C 1.11 1.20 -4.97
C 1.50 -1.25 -4.42
H -0.32 -0.14 -4.09
H 0.51 2.08 -4.75
H 2.17 1.46 -4.86
H 0.93 0.92 -6.01
H 1.31 -2.05 -3.70
H 1.19 -1.59 -5.41
H 2.58 -1.06 -4.44
C 1.08 -3.02 -1.14
H 1.53 -4.00 -1.02
C -2.69 0.49 3.89
N -1.22 0.21 3.80
C -0.58 -0.16 2.65
Se -1.40 -0.49 1.11
N 0.75 -0.34 2.99
C 0.92 -0.11 4.35
C 2.05 -0.22 5.12
C 1.87 0.06 6.47
C 0.63 0.42 7.00
C -0.51 0.52 6.21
C -0.32 0.24 4.86
H -2.97 0.75 4.92
H -3.25 -0.40 3.59
H -2.94 1.33 3.24
H 1.50 -0.65 2.34
H 2.98 -0.51 4.67
H 2.74 -0.02 7.13
H 0.53 0.62 8.07
H -1.48 0.78 6.58
```

Here are the Löwdin charges for atoms 1 to 4, given in e:
1 Sc 0.20
2 P 0.90
3 P 0.83
4 N -0.14

Entry 4:
ORCA calculation (wB97M-V/def2-TZVPD) on a molecular structure, C3H12N4.

Values from the calculation:
Kohn-Sham gap, eV: 9.8
Net charge: +2
LUMO level, eV: -9.62

```
19
C3H12N4 wB97M-V/def2-TZVPD
C -0.27 0.03 -1.38
C -1.73 0.70 0.68
C 1.71 0.99 -0.08
N -1.15 -0.31 -0.27
N 1.00 -0.11 -0.62
N -0.73 -1.41 0.28
N 1.06 -1.28 -0.02
H -0.35 -0.83 -2.20
H -0.50 0.97 -1.78
H -1.36 0.45 1.71
H -1.37 1.62 0.34
H -2.81 0.59 0.61
H 2.38 1.48 -0.73
H 0.94 1.70 0.27
H 2.18 0.81 0.80
H -0.92 -1.49 1.36
H -0.82 -2.43 -0.08
H 1.23 -2.09 -0.77
H 1.79 -1.55 0.77
```

Here are the Löwdin charges for atoms 1 to 4, given in e:
1 C 0.01
2 C 0.08
3 C 0.03
4 N -0.14

Entry 5:
ORCA calculation (wB97M-V/def2-TZVPD) on a molecular structure, C4H4O5Pb.

Values from the calculation:
Kohn-Sham gap, eV: 7.9
Net charge: 0
LUMO level, eV: -1.07

```
14
C4H4O5Pb wB97M-V/def2-TZVPD
O -0.27 0.44 0.49
H 1.64 -2.90 1.45
O -0.77 -0.87 -1.26
O 0.92 -1.51 0.13
C 1.04 -1.98 1.45
C -0.42 -2.20 1.89
O -1.19 -1.64 0.86
C -0.34 -0.85 0.01
H 1.55 -1.23 2.09
H -0.63 -1.70 2.85
H -0.67 -3.26 1.99
Pb -0.94 1.15 -1.42
C 0.82 2.75 -0.87
O 1.37 3.69 -0.56
```

Here are the Löwdin charges for atoms 1 to 4, given in e:
1 O -0.28
2 H 0.12
3 O -0.28
4 O -0.03

Entry 6:
ORCA calculation (wB97M-V/def2-TZVPD) on a molecular structure, CH9LiO4.

Values from the calculation:
Kohn-Sham gap, eV: 6.5
Net charge: 0
LUMO level, eV: -0.22

```
15
CH9LiO4 wB97M-V/def2-TZVPD
Li -29.69 11.93 -61.71
C -28.07 10.74 -63.00
O -27.99 12.11 -62.69
H -27.04 10.62 -63.26
H -28.84 10.59 -63.59
H -28.16 10.32 -61.94
O -31.20 13.19 -63.02
H -30.58 13.08 -63.82
H -31.13 14.18 -62.68
O -30.05 12.93 -59.91
H -31.03 13.06 -59.54
H -29.48 13.07 -59.13
O -31.23 10.38 -61.90
H -31.86 10.21 -62.67
H -30.48 9.82 -61.68
```

Here are the Löwdin charges for atoms 1 to 4, given in e:
1 Li 0.68
2 C -0.36
3 O -0.52
4 H 0.06

| no. | total energy (Ha) |
| --- | --- |
| 1 | -2633.3110 |
| 2 | -644.1263 |
| 3 | -4803.1056 |
| 4 | -339.6713 |
| 5 | -723.8223 |
| 6 | -351.9396 |